Entry 1:
Density functional theory data (wB97M-V/def2-TZVPD) for the molecule C23H22N2O6.

LUMO in eV: -0.40
Energy relative to the best compared isomer or geometry (same formula, charge and spin) in kJ/mol: 11.3
SMILES: CCOC(=O)c1cccc(NC(=O)c2ccc3c(c2)C(=O)N(C[C@@H]2CCCO2)C3=O)c1

```
! RIJCOSX wB97M-V def2-TZVPD def2/J DEFGRID3
* xyz 0 1
C 2.64494 1.77573 -5.48378
C 2.13966 1.64096 -4.06017
H 2.25708 2.57716 -3.50286
H 1.08015 1.36239 -4.03425
O 2.89865 0.62059 -3.40778
C 2.56730 0.35533 -2.14393
O 1.68365 0.92708 -1.54980
C 3.38768 -0.73306 -1.55142
C 3.21662 -0.98529 -0.19611
C 3.88405 -2.04175 0.41135
C 4.79146 -2.78732 -0.34141
C 4.98565 -2.50920 -1.68280
C 4.27352 -1.49814 -2.30334
H 4.40065 -1.29428 -3.35394
H 5.69010 -3.09811 -2.25045
H 5.33852 -3.59139 0.12937
N 3.68739 -2.36683 1.75553
C 2.56502 -2.23506 2.52714
O 2.59897 -2.47719 3.71256
C 1.31934 -1.82452 1.80783
C 0.85774 -2.57850 0.73202
C -0.27640 -2.19875 0.02561
C -0.92629 -1.04898 0.42241
C -0.48761 -0.31277 1.52586
C 0.62591 -0.69244 2.24206
H 0.97019 -0.12735 3.09427
C -1.39208 0.85290 1.68903
O -1.36734 1.73764 2.50587
N -2.30547 0.75414 0.65032
C -2.12024 -0.36896 -0.13895
O -2.80729 -0.67486 -1.08028
C -3.44684 1.62597 0.53702
H -3.64178 1.82408 -0.51879
H -3.19719 2.55150 1.05956
C -4.68309 0.95670 1.18117
C -5.79941 1.97502 1.43133
H -5.84738 2.73326 0.65325
H -6.75744 1.45831 1.48150
C -5.42208 2.54668 2.80346
H -6.29981 2.71724 3.42304
H -4.88925 3.49112 2.70129
C -4.50066 1.47005 3.41008
H -4.91477 1.01869 4.31457
H -3.50933 1.87708 3.64238
O -4.37705 0.43019 2.45081
H -4.99116 0.11304 0.55652
H -0.63333 -2.77435 -0.81387
H 1.39554 -3.46856 0.43926
H 4.47109 -2.79420 2.23568
H 2.55766 -0.33841 0.35883
H 2.08316 2.54989 -5.99791
H 3.69862 2.04157 -5.48355
H 2.52299 0.83594 -6.01554
*
```


Entry 2:
Density functional theory data (wB97M-V/def2-TZVPD) for the molecule C23H22N2O6S at a distorted geometry.

LUMO in eV: 0.12
Energy relative to the best compared isomer or geometry (same formula, charge and spin) in kJ/mol: 31.5
SMILES: CCOC(=O)c1sc(N(Cc2ccccc2)C(=O)COC(=O)c2ccc(O)cc2)nc1C

```
! RIJCOSX wB97M-V def2-TZVPD def2/J DEFGRID3
* xyz 0 1
C -0.82137 -4.62829 -2.91884
C -0.02318 -4.32824 -1.65851
H 1.00565 -4.05909 -1.92082
H -0.02962 -5.18354 -0.97859
O -0.60231 -3.26058 -0.90612
C -0.32092 -2.01721 -1.33541
O 0.38640 -1.77827 -2.28444
C -0.93127 -0.99119 -0.50293
C -1.78558 -1.07489 0.57477
N -2.09051 0.11381 1.13382
C -1.49395 1.10605 0.55576
N -1.58698 2.40988 0.97313
C -1.49890 2.82191 2.28153
O -1.70479 3.97149 2.59295
C -1.17436 1.79518 3.36487
H -0.71970 2.36143 4.18651
H -2.10981 1.34236 3.70385
O -0.34807 0.70856 2.99943
C 0.79429 1.00086 2.34766
O 1.18137 2.13244 2.18435
C 1.43663 -0.21062 1.80598
C 1.04968 -1.48450 2.21409
C 1.59732 -2.59856 1.61359
C 2.52775 -2.45581 0.58657
C 2.91958 -1.18092 0.17829
C 2.38208 -0.07069 0.78867
H 2.66322 0.92300 0.47507
H 3.63350 -1.09141 -0.62392
O 3.07130 -3.52548 -0.03837
H 2.73421 -4.34481 0.34574
H 1.30022 -3.58965 1.93159
H 0.32109 -1.59179 3.00178
C -1.76131 3.43300 -0.05997
C -0.55537 3.59001 -0.94724
C 0.70322 3.78963 -0.39179
C 1.80927 3.92860 -1.20997
C 1.66856 3.88744 -2.58710
C 0.41535 3.70585 -3.14563
C -0.69132 3.55413 -2.32946
H -1.66767 3.40484 -2.76840
H 0.29897 3.67531 -4.21876
H 2.53363 3.99689 -3.22425
H 2.78410 4.07259 -0.76851
H 0.81844 3.81653 0.68060
H -2.64116 3.17173 -0.65533
H -1.95718 4.36465 0.47993
S -0.50533 0.66198 -0.82225
C -2.38522 -2.31088 1.14046
H -1.60277 -2.97273 1.50438
H -3.04760 -2.03993 1.95695
H -2.94211 -2.84744 0.37542
H -0.38885 -5.48491 -3.42768
H -1.85638 -4.84792 -2.66729
H -0.79225 -3.77084 -3.58614
*
```


Entry 3:
Density functional theory data (wB97M-V/def2-TZVPD) for the molecule C23H22N4O4S2 at a distorted geometry.

LUMO in eV: -0.10
Energy relative to the best compared isomer or geometry (same formula, charge and spin) in kJ/mol: 0.0
SMILES: O=c1c2sccc2nc(SCc2cc(=O)n3ccccc3n2)n1C[C@H]1CC[C@H](C(=O)O)CC1

```
! RIJCOSX wB97M-V def2-TZVPD def2/J DEFGRID3
* xyz 0 1
O 5.78900 0.74852 0.76141
C 4.63411 0.74768 1.09249
O 4.25554 0.47223 2.34883
H 5.03634 0.28889 2.89502
C 3.47559 1.09702 0.18838
C 3.14894 2.58530 0.38069
C 2.00513 2.99675 -0.54005
C 0.76167 2.15425 -0.25942
C 1.08864 0.67250 -0.44268
C 2.23559 0.24929 0.46951
H 2.47351 -0.80337 0.30421
H 1.94229 0.37256 1.51370
H 0.20563 0.07010 -0.21387
H 1.36402 0.48729 -1.48367
H 0.44941 2.32450 0.77589
C -0.38633 2.60279 -1.17454
N -1.61937 1.88945 -0.89217
C -2.07973 0.87222 -1.66558
N -3.16472 0.21037 -1.46049
C -3.87699 0.50571 -0.35034
C -3.47851 1.51720 0.51706
C -2.30395 2.29855 0.27776
O -1.87667 3.21394 0.94988
S -4.55564 1.67728 1.85652
C -5.52564 0.39064 1.24045
C -5.06513 -0.13735 0.07972
H -5.52720 -0.94388 -0.45723
H -6.39949 0.09838 1.78947
S -1.13777 0.39194 -3.07978
C -1.56179 -1.39155 -3.10330
C -0.84618 -2.02464 -1.95649
C 0.43568 -2.49457 -2.06987
C 1.14292 -2.98463 -0.93813
O 2.27391 -3.42289 -0.89691
N 0.38376 -2.90560 0.28624
C 0.98865 -3.30139 1.43646
C 0.35283 -3.24191 2.63243
C -0.97485 -2.76079 2.68380
C -1.58954 -2.36801 1.53689
C -0.90983 -2.42759 0.29080
N -1.51477 -2.01284 -0.79264
H -2.59852 -1.99030 1.51292
H -1.48814 -2.70810 3.63121
H 0.85732 -3.55824 3.52972
H 2.00151 -3.65645 1.30486
H 0.95871 -2.49366 -3.01209
H -2.64057 -1.46120 -2.98890
H -1.21987 -1.76112 -4.06670
H -0.12577 2.45539 -2.22367
H -0.58494 3.66349 -0.99549
H 2.30697 2.86254 -1.58115
H 1.77734 4.05274 -0.38616
H 2.86195 2.75643 1.42027
H 4.03539 3.18496 0.16629
H 3.80958 0.93918 -0.84157
*
```


Entry 4:
Density functional theory data (wB97M-V/def2-TZVPD) for a structure of composition C23H23Br2MoN2O9PSTe.

LUMO in eV: -7.18
Energy relative to the best compared isomer or geometry (same formula, charge and spin) in kJ/mol: 21.7

```
! RIJCOSX wB97M-V def2-TZVPD def2/J DEFGRID3
* xyz 2 1
Mo -0.34530 -1.46688 0.26770
C 3.88333 5.50995 -1.52705
C 3.55755 4.09154 -1.16325
C 2.82906 3.80142 -0.00702
C 2.52591 2.49607 0.33474
C 2.95409 1.46521 -0.49434
C 3.69243 1.72179 -1.64278
C 3.98399 3.03475 -1.96857
S 2.56246 -0.18416 -0.06578
O 2.35522 -0.30096 1.34994
O 3.42693 -1.09188 -0.74973
N 1.02665 -0.45574 -0.74726
C 1.08398 -0.64335 -2.20607
C -0.32168 -1.02602 -2.52983
O -0.98939 -0.49492 -3.48298
O -0.88769 -1.78564 -1.71032
H 3.86681 6.15798 -0.65295
H 3.15372 5.89478 -2.24275
H 4.86548 5.57989 -1.99188
H 2.52488 4.60770 0.64842
H 2.00771 2.27240 1.25749
H 4.06429 0.90273 -2.24520
H 4.57594 3.24339 -2.85066
H 1.75463 -1.46565 -2.48308
H 1.39266 0.26332 -2.72789
Br 2.71245 -5.42968 -0.18251
C 1.91707 -4.80605 1.37982
C 2.18153 -5.42878 2.62237
C 1.58077 -5.00880 3.77695
Br 1.94092 -5.89233 5.39176
C 0.66863 -3.91352 3.76254
C -0.08841 -3.42495 4.83644
C -0.98602 -2.39621 4.62493
C -1.10135 -1.81990 3.36705
N -0.37052 -2.23376 2.32796
C 0.46999 -3.28537 2.52347
C 1.06702 -3.73282 1.34843
O 0.68137 -3.03305 0.26298
H 2.86568 -6.26567 2.64292
H 0.02061 -3.86835 5.81745
H -1.59953 -2.02233 5.43139
H -1.79340 -1.00652 3.19139
O -0.08622 1.03111 2.24733
C -0.16817 0.15731 1.54537
C -6.00171 -0.31307 -1.67381
C -5.49562 0.27155 -0.37730
O -4.16397 0.87362 -0.55375
P -2.85793 0.10805 -0.88870
O -2.46113 -0.93743 0.12889
Te -3.05013 -0.66446 -3.25106
O -1.70364 1.16046 -0.90183
C -1.75672 2.61032 -1.18850
C -2.12408 2.91072 -2.61773
H -7.03258 -0.64329 -1.54568
H -5.43472 -1.20597 -1.96510
H -5.99722 0.43509 -2.46804
H -5.42333 -0.46845 0.41744
H -6.10716 1.10408 -0.04467
H -0.74812 2.93916 -0.95006
H -2.45732 3.04562 -0.47909
H -1.43470 2.43412 -3.31525
H -2.06218 3.98880 -2.76720
H -3.14382 2.60303 -2.84549
*
```